Entry 1:
The following is a quantum chemistry calculation of C36H30BF4MnN6O12 as an isolated structure in a non-equilibrium geometry, from the Open Molecules 2025 dataset.

Output
**Multiplicity**: 6
**Expectation value of S²**: 8.752
**Energy above the lowest of the compared OMol25 structures with the same formula, charge and spin**: 0.628 eV
**E_HOMO (alpha / beta)**: -11.49 / -11.49 eV
**DFT total energy**: -4195.98878 Ha
**M**: 880.41 g/mol
**LUMO energy (alpha / beta)**: -4.98 / -5.24 eV
**Gap between HOMO and LUMO (alpha / beta)**: 6.5037 / 6.2425 eV
**Net charge**: +1

Geometry as XYZ:
```
90
C36H30BF4MnN6O12 ωB97M-V with the def2-TZVPD basis set
Mn 1.435 -1.776 -2.203
B 0.451 0.317 -1.220
F -0.204 -0.986 -1.300
F 1.868 0.020 -1.311
F 0.124 1.069 -2.329
F 0.140 0.983 -0.104
C 3.463 3.888 -1.136
C 4.588 4.510 -1.630
C 5.030 4.222 -2.905
C 4.316 3.322 -3.676
C 3.271 2.607 -3.152
C 2.856 2.874 -1.872
N 4.763 3.043 -5.068
O 5.756 3.588 -5.463
O 4.080 2.260 -5.742
H 3.050 4.190 -0.179
H 5.050 5.286 -1.036
H 5.864 4.790 -3.278
H 2.639 1.987 -3.777
H 2.008 2.384 -1.426
C 1.144 2.006 2.490
C 0.142 2.861 2.024
C -0.563 3.657 2.930
C -0.180 3.604 4.271
C 0.790 2.738 4.743
C 1.477 1.929 3.842
N -0.907 4.427 5.228
O -0.430 4.537 6.315
O -1.927 4.950 4.853
H 1.717 1.392 1.802
H -0.110 2.912 0.979
H -1.373 4.295 2.605
H 0.969 2.675 5.811
H 2.313 1.307 4.126
C -4.852 -2.026 -1.388
C -3.539 -1.584 -1.293
C -3.252 -0.382 -0.672
C -4.261 0.308 -0.003
C -5.576 -0.110 -0.086
C -5.864 -1.227 -0.847
N -3.977 1.534 0.773
O -4.915 2.109 1.202
O -2.849 1.861 0.991
H -5.070 -2.870 -2.028
H -2.762 -2.183 -1.755
H -2.230 -0.041 -0.648
H -6.384 0.383 0.427
H -6.903 -1.535 -0.903
C -1.450 -2.668 2.465
C -1.577 -1.312 2.595
C -1.806 -0.797 3.853
C -1.791 -1.654 4.931
C -1.637 -2.991 4.805
C -1.533 -3.531 3.542
N -2.171 -1.123 6.216
O -2.382 -1.909 7.085
O -2.217 0.074 6.331
H -1.425 -3.077 1.453
H -1.530 -0.666 1.736
H -1.835 0.269 4.034
H -1.615 -3.667 5.650
H -1.469 -4.600 3.412
C 2.434 -3.103 4.366
C 3.588 -3.722 3.875
C 3.934 -3.595 2.541
C 3.154 -2.793 1.717
C 2.051 -2.089 2.198
C 1.657 -2.309 3.514
N 3.517 -2.694 0.336
O 2.654 -2.308 -0.444
O 4.584 -2.937 -0.007
H 2.198 -3.229 5.416
H 4.237 -4.356 4.467
H 4.745 -4.181 2.125
H 1.430 -1.435 1.601
H 0.879 -1.684 3.937
C -2.670 -1.922 -7.579
C -1.980 -0.779 -7.926
C -1.019 -0.253 -7.086
C -0.655 -0.983 -5.989
C -1.269 -2.168 -5.668
C -2.281 -2.639 -6.455
N 0.373 -0.493 -5.123
O 1.030 0.421 -5.481
O 0.543 -1.024 -3.985
H -3.375 -2.354 -8.278
H -2.185 -0.224 -8.834
H -0.576 0.720 -7.244
H -0.955 -2.735 -4.806
H -2.783 -3.580 -6.276
```



Entry 2:
The following is a quantum chemistry calculation of C36H30BaN8O4S2 as an isolated structure in a non-equilibrium geometry, from the Open Molecules 2025 dataset.

Output
**Energy above the lowest of the compared OMol25 structures with the same formula, charge and spin**: 1.394 eV
**E_HOMO**: -1.79 eV
**DFT total energy**: -2950.87554 Ha
**M**: 840.15 g/mol
**LUMO energy**: 3.79 eV
**Gap between HOMO and LUMO**: 5.5758 eV
**Net charge**: -2

Geometry as XYZ:
```
81
C36H30BaN8O4S2 ωB97M-V with the def2-TZVPD basis set
Ba -0.209 -0.095 -0.824
O -2.379 -1.243 -4.875
C -3.502 -0.516 -4.801
C -4.301 -0.390 -5.947
C -5.451 0.386 -5.919
C -5.827 1.050 -4.750
C -5.043 0.901 -3.611
C -3.890 0.119 -3.605
C -3.049 -0.055 -2.359
O -1.877 -0.583 -2.527
N -3.605 0.318 -1.227
N -2.739 0.125 -0.126
C -3.284 0.248 1.018
C -2.614 -0.019 2.310
C -3.405 0.001 3.463
C -2.922 -0.377 4.708
C -1.587 -0.806 4.789
C -0.771 -0.816 3.673
C -1.233 -0.402 2.391
O -0.466 -0.398 1.353
H -1.962 -1.160 -3.966
H -3.990 -0.913 -6.847
H -6.056 0.476 -6.816
H -6.719 1.669 -4.728
H -5.310 1.388 -2.680
H -4.348 0.497 1.057
H -4.445 0.310 3.360
H -3.561 -0.361 5.582
H -1.184 -1.133 5.743
H 0.266 -1.131 3.739
C 3.285 -2.092 1.763
C 2.696 -1.743 0.413
N 2.324 -0.544 0.142
N 2.644 0.359 1.169
C 2.369 1.625 1.053
S 1.641 2.607 -0.149
S 2.942 2.588 2.495
C 3.598 1.388 3.663
C 2.804 1.190 4.949
C 1.429 1.402 5.033
C 0.740 1.160 6.220
C 1.411 0.700 7.349
C 2.783 0.474 7.275
C 3.465 0.718 6.086
C 2.565 -2.850 -0.601
C 3.577 -3.810 -0.681
C 3.540 -4.878 -1.571
C 2.420 -5.000 -2.403
C 1.390 -4.078 -2.343
C 1.419 -2.967 -1.450
O 0.445 -2.120 -1.395
H 2.635 -1.691 2.546
H 4.268 -1.633 1.906
H 3.366 -3.172 1.880
H 4.622 1.671 3.900
H 3.622 0.462 3.082
H 0.896 1.740 4.148
H -0.335 1.314 6.249
H 0.871 0.509 8.271
H 3.321 0.098 8.140
H 4.535 0.535 6.032
H 4.442 -3.700 -0.033
H 4.350 -5.596 -1.609
H 2.354 -5.829 -3.101
H 0.513 -4.168 -2.981
N 1.947 2.241 -4.129
C 2.918 1.248 -4.156
C 2.426 0.247 -3.373
N 1.194 0.610 -2.868
C 0.937 1.811 -3.320
C -0.285 2.581 -2.985
N -1.132 2.250 -2.040
C -2.126 3.216 -2.060
C -1.863 4.141 -3.025
N -0.681 3.725 -3.616
H 2.054 3.160 -4.513
H 3.833 1.357 -4.717
H 2.872 -0.712 -3.116
H -2.970 3.159 -1.380
H -2.389 5.023 -3.355
H -0.219 4.182 -4.374
```



Entry 3:
The following is a quantum chemistry calculation of C36H30BrF6INP3Ru as an isolated structure, from the Open Molecules 2025 dataset.

Output
**Multiplicity**: 5
**Expectation value of S²**: 6.037
**E_HOMO (alpha / beta)**: -13.41 / -13.97 eV
**DFT total energy**: -6033.91262 Ha
**M**: 991.43 g/mol
**LUMO energy (alpha / beta)**: -5.92 / -7.37 eV
**Gap between HOMO and LUMO (alpha / beta)**: 7.4916 / 6.6028 eV
**Net charge**: +2

Geometry as XYZ:
```
79
C36H30BrF6INP3Ru ωB97M-V with the def2-TZVPD basis set
Ru 1.100 0.367 0.233
C 4.455 1.547 0.323
P 3.153 2.479 -0.610
C 2.979 1.620 -2.206
C 3.443 2.350 -3.300
C 3.404 1.810 -4.579
C 2.889 0.540 -4.783
C 2.411 -0.196 -3.705
C 2.465 0.342 -2.432
C 1.637 2.317 0.369
C 1.088 3.414 0.895
C -0.240 3.595 1.477
C -1.394 3.020 1.128
C -1.652 1.918 0.173
C -0.543 1.316 -0.686
C 4.251 0.095 0.456
C 5.228 -0.945 0.285
C 4.620 -2.109 0.643
C 3.283 -1.759 1.012
C 2.194 -2.625 1.507
P 0.607 -2.070 0.763
C 0.385 -3.043 -0.744
C -0.300 -2.451 -1.806
C -0.529 -3.157 -2.978
C -0.064 -4.459 -3.099
C 0.619 -5.057 -2.047
C 0.840 -4.356 -0.872
C -0.644 -2.642 1.945
C -0.565 -2.223 3.276
C -1.571 -2.552 4.171
C -2.670 -3.287 3.740
C -2.755 -3.703 2.419
C -1.744 -3.385 1.520
N 3.069 -0.426 0.872
H 4.464 2.006 1.317
H 5.417 1.760 -0.142
H 3.830 3.352 -3.154
H 3.771 2.389 -5.416
H 2.855 0.123 -5.780
H 2.001 -1.187 -3.854
H 2.088 -0.290 -1.626
H 1.655 4.341 0.843
H -0.317 4.426 2.171
H -2.297 3.426 1.575
H -2.574 2.095 -0.385
H -0.993 0.534 -1.310
H 6.249 -0.791 -0.030
H 5.041 -3.102 0.678
H 2.094 -2.499 2.589
H 2.394 -3.678 1.328
H -0.665 -1.436 -1.717
H -1.066 -2.691 -3.794
H -0.235 -5.011 -4.014
H 0.975 -6.075 -2.140
H 1.352 -4.852 -0.057
H 0.275 -1.629 3.621
H -1.497 -2.237 5.204
H -3.455 -3.543 4.440
H -3.604 -4.285 2.085
H -1.817 -3.717 0.491
Br -5.036 -0.599 -0.425
C -5.194 0.326 1.209
C -6.458 0.674 1.660
C -6.602 1.369 2.853
C -5.493 1.724 3.609
C -4.225 1.380 3.173
C -4.088 0.687 1.976
I -2.159 0.165 1.375
H -7.325 0.402 1.075
H -7.594 1.634 3.192
H -5.613 2.263 4.538
H -3.353 1.639 3.761
F -0.166 2.310 -1.589
P -0.347 5.384 -2.121
F -0.173 6.003 -0.668
F -0.497 4.683 -3.524
F 1.099 4.823 -2.014
F -0.546 6.775 -2.733
F -1.619 4.647 -1.626
```



> Which formula does entry 1 have?

C36H30BF4MnN6O12